Record 1
{
  "formula": "C15H20CoFO",
  "method": "the ωB97M-V functional and the def2-TZVPD basis",
  "symbols": ["Co", "C", "C", "C", "H", "C", "C", "H", "H", "H", "H", "C", "C", "C", "H", "C", "C", "H", "H", "H", "H", "O", "C", "C", "C", "C", "C", "H", "H", "H", "H", "H", "H", "H", "H", "H", "H", "F"],
  "coordinates": [[-0.939, 1.219, 0.219], [-1.469, 2.890, -1.787], [-0.993, 3.487, -0.582], [0.343, 2.978, -0.337], [-1.516, 4.200, 0.044], [0.680, 2.108, -1.439], [-0.443, 2.050, -2.308], [-0.488, 1.488, -3.236], [-2.442, 3.075, -2.232], [1.007, 3.288, 0.464], [1.636, 1.613, -1.577], [-3.244, 0.020, -0.389], [-2.641, 0.008, -1.677], [-1.477, -0.813, -1.625], [-3.048, 0.482, -2.562], [-1.371, -1.348, -0.309], [-2.441, -0.802, 0.475], [-2.632, -1.021, 1.525], [-4.159, 0.528, -0.112], [-0.776, -1.009, -2.434], [-0.672, -2.112, 0.018], [0.493, 0.295, 0.674], [2.213, -1.884, 0.998], [2.004, -0.908, 2.072], [2.945, -1.499, -0.206], [1.680, -3.241, 1.141], [0.617, -0.202, 1.962], [2.764, -0.111, 2.011], [2.089, -1.376, 3.069], [-0.177, -0.947, 2.218], [0.548, 0.643, 2.677], [4.032, -1.624, -0.066], [2.772, -0.446, -0.479], [2.664, -2.128, -1.062], [2.400, -3.899, 1.655], [1.482, -3.695, 0.159], [0.751, -3.263, 1.731], [-2.191, 1.956, 1.306]],
  "lumo_energy_ev": [5.5, 5.4],
  "total_charge": -2,
  "e_tot_ha": -2141.2679,
  "e_above_lowest_kj_mol": 0.0,
  "multiplicity": 5,
  "orbital_gap_ev": [5.04, 4.76]
}

Record 2
{
  "formula": "C15H20IOV",
  "method": "the ωB97M-V functional and the def2-TZVPD basis",
  "symbols": ["V", "C", "C", "C", "H", "C", "C", "H", "H", "H", "H", "C", "C", "C", "H", "C", "C", "H", "H", "H", "H", "O", "C", "C", "C", "C", "C", "H", "H", "H", "H", "H", "H", "H", "H", "H", "H", "I"],
  "coordinates": [[-0.854, 1.291, 0.958], [-3.003, 1.649, 0.385], [-2.226, 1.868, -0.807], [-1.753, 0.591, -1.252], [-2.058, 2.846, -1.264], [-2.240, -0.424, -0.371], [-3.036, 0.235, 0.655], [-3.667, -0.247, 1.383], [-3.574, 2.411, 0.940], [-1.212, 0.377, -2.185], [-2.137, -1.498, -0.527], [-0.060, 0.805, 2.983], [-1.325, 0.169, 3.005], [-1.260, -1.009, 2.221], [-2.140, 0.438, 3.702], [0.001, -1.049, 1.590], [0.773, 0.094, 2.033], [1.835, 0.215, 1.913], [0.299, 1.568, 3.671], [-1.970, -1.844, 2.252], [0.433, -1.919, 1.084], [0.317, 2.518, -0.397], [2.391, -1.750, -1.947], [2.228, -0.344, -2.207], [1.052, -2.334, -2.079], [3.161, -1.848, -0.694], [1.086, 1.972, -1.208], [1.576, 0.048, -3.048], [3.091, 0.388, -2.070], [2.303, 1.994, -1.123], [0.856, 1.785, -2.429], [0.929, -3.388, -2.534], [0.398, -1.665, -2.636], [0.593, -2.304, -1.083], [4.133, -2.454, -0.678], [2.501, -2.234, 0.083], [3.388, -0.833, -0.347], [-0.828, 3.883, 2.027]],
  "lumo_energy_ev": [2.1, 2.2],
  "total_charge": -1,
  "e_tot_ha": -1900.3350,
  "e_above_lowest_kj_mol": 0.0,
  "multiplicity": 2,
  "orbital_gap_ev": [4.88, 5.08]
}

Record 3
{
  "formula": "C15H20N2O2S",
  "method": "the ωB97M-V functional and the def2-TZVPD basis",
  "symbols": ["C", "H", "H", "H", "O", "C", "O", "C", "H", "C", "H", "H", "C", "N", "C", "N", "C", "C", "H", "H", "S", "H", "H", "C", "C", "C", "C", "C", "C", "C", "H", "H", "H", "H", "H", "H", "H", "H", "H", "H"],
  "coordinates": [[2.229, 2.808, 0.392], [1.544, 3.641, 0.536], [1.980, 1.975, 1.052], [3.254, 3.125, 0.600], [2.104, 2.415, -0.965], [2.695, 1.258, -1.306], [3.280, 0.563, -0.519], [2.571, 1.008, -2.790], [3.528, 1.292, -3.235], [2.284, -0.463, -3.086], [2.493, -0.677, -4.135], [2.932, -1.079, -2.461], [0.824, -0.817, -2.793], [0.532, -0.652, -1.406], [-0.221, 0.255, -0.976], [-0.483, 0.457, 0.330], [-1.382, 1.525, 0.688], [-2.207, 1.851, -0.546], [-2.498, 2.897, -0.600], [-3.093, 1.219, -0.619], [-1.137, 1.470, -1.969], [-2.024, 1.202, 1.514], [-0.809, 2.406, 1.015], [0.099, -0.374, 1.361], [-0.917, -1.356, 1.888], [-1.406, -1.266, 3.183], [-2.371, -2.153, 3.631], [-2.859, -3.131, 2.784], [-2.378, -3.224, 1.487], [-1.412, -2.342, 1.042], [-1.028, -2.406, 0.034], [-2.757, -3.988, 0.824], [-3.613, -3.822, 3.132], [-2.742, -2.077, 4.643], [-1.027, -0.502, 3.848], [0.464, 0.268, 2.170], [0.941, -0.898, 0.903], [0.161, -0.192, -3.415], [0.656, -1.870, -3.042], [1.791, 1.655, -3.193]],
  "smiles": "COC(=O)CCC/N=C1\\SCCN1Cc1ccccc1",
  "lumo_energy_ev": 0.6,
  "total_charge": 0,
  "e_tot_ha": -1241.7772,
  "e_above_lowest_kj_mol": 122.5,
  "orbital_gap_ev": 9.03
}

Record 4
{
  "formula": "C15H20N2O3S",
  "method": "the ωB97M-V functional and the def2-TZVPD basis",
  "symbols": ["C", "C", "O", "C", "C", "C", "C", "C", "C", "H", "H", "O", "C", "C", "C", "C", "O", "N", "C", "N", "C", "H", "H", "C", "H", "H", "S", "H", "H", "H", "H", "H", "H", "H", "H", "H", "H", "H", "H", "H", "H"],
  "coordinates": [[5.357, 2.868, -0.814], [6.072, 1.605, -0.284], [5.517, 0.514, -0.816], [4.167, 0.002, -0.409], [3.382, 0.457, 0.468], [2.062, 0.036, 1.006], [1.506, -1.119, 0.471], [2.328, -1.571, -0.822], [3.535, -1.055, -1.128], [4.217, -1.588, -1.818], [1.924, -2.256, -1.213], [0.261, -1.312, 0.618], [-0.176, -2.740, 0.008], [-1.524, -2.734, 0.823], [-2.541, -1.699, 0.405], [-3.093, -1.701, -0.759], [-2.680, -2.623, -1.690], [-3.946, -0.708, -1.132], [-4.325, 0.444, -0.505], [-4.243, 0.592, 0.897], [-4.938, 1.664, 1.249], [-5.593, 1.419, 2.354], [-4.143, 2.485, 1.766], [-5.872, 2.401, 0.465], [-5.554, 3.567, -0.107], [-6.779, 2.298, 0.546], [-5.545, 1.276, -1.275], [-4.180, -0.509, -2.211], [-2.134, -0.761, 0.861], [-3.362, -1.799, 1.264], [-1.379, -2.818, 1.810], [-1.980, -3.779, 0.263], [-0.310, -2.362, -0.935], [0.441, -3.551, 0.246], [1.497, 0.519, 1.737], [3.760, 1.699, 1.195], [7.004, 1.556, -0.721], [5.843, 1.663, 1.080], [4.226, 2.976, -0.657], [5.689, 3.880, -0.415], [5.506, 2.763, -1.819]],
  "lumo_energy_ev": -0.2,
  "total_charge": 0,
  "e_tot_ha": -1316.4642,
  "e_above_lowest_kj_mol": 1563.3,
  "orbital_gap_ev": 7.80
}

Record 5
{
  "formula": "C15H20N2S",
  "method": "the ωB97M-V functional and the def2-TZVPD basis",
  "symbols": ["N", "S", "C", "C", "C", "C", "C", "N", "C", "C", "C", "C", "C", "C", "C", "C", "C", "C", "H", "H", "H", "H", "H", "H", "H", "H", "H", "H", "H", "H", "H", "H", "H", "H", "H", "H", "H", "H"],
  "coordinates": [[0.439, 0.422, 2.414], [2.191, 0.724, 0.409], [0.711, 0.142, 1.143], [-0.758, 0.019, 2.855], [-1.410, -0.915, 0.745], [-1.742, -0.660, 2.072], [-0.139, -0.497, 0.272], [-2.313, -1.534, -0.166], [-1.070, 0.367, 4.315], [-3.130, -0.928, 2.614], [-2.557, 0.465, 4.661], [-3.235, -0.800, 4.160], [2.062, -0.809, -3.443], [1.542, -2.124, -2.898], [2.653, 0.015, -2.272], [0.904, -2.079, -1.463], [1.513, 0.402, -1.284], [0.377, -0.659, -1.149], [-2.149, -1.400, -1.152], [-3.217, -1.851, 0.188], [-0.666, -0.414, 4.939], [-0.572, 1.294, 4.581], [-3.528, -1.917, 2.374], [-3.793, -0.213, 2.137], [-3.039, 1.309, 4.131], [-2.728, 0.530, 5.733], [-2.842, -1.639, 4.695], [-4.308, -0.776, 4.439], [2.783, -1.004, -4.213], [1.256, -0.230, -3.839], [0.757, -2.482, -3.654], [2.346, -2.858, -2.847], [3.445, -0.548, -1.760], [3.055, 0.953, -2.708], [0.109, -2.800, -1.402], [1.620, -2.416, -0.678], [1.055, 1.301, -1.659], [-0.419, -0.404, -1.861]],
  "smiles": "Nc1c2c(nc3c1[C@@H]1CCCC[C@@H]1S3)CCCC2",
  "lumo_energy_ev": 0.7,
  "total_charge": 0,
  "e_tot_ha": -1091.3103,
  "e_above_lowest_kj_mol": 6.4,
  "orbital_gap_ev": 8.45
}

Record 6
{
  "formula": "C15H20N4O3",
  "method": "the ωB97M-V functional and the def2-TZVPD basis",
  "symbols": ["C", "H", "H", "H", "C", "N", "C", "H", "C", "H", "O", "C", "H", "C", "H", "H", "H", "H", "H", "C", "H", "H", "H", "C", "N", "C", "C", "C", "C", "C", "C", "C", "N", "H", "N", "O", "O", "H", "H", "H", "H", "H"],
  "coordinates": [[0.636, 1.309, -1.033], [0.183, 2.298, -1.019], [1.364, 1.289, -1.840], [-0.145, 0.587, -1.253], [1.327, 1.039, 0.313], [1.973, -0.268, 0.414], [1.435, -1.405, -0.316], [0.364, -1.305, -0.477], [2.124, -1.642, -1.670], [1.794, -2.592, -2.095], [3.524, -1.739, -1.538], [4.050, -0.597, -0.900], [5.125, -0.765, -0.814], [3.414, -0.413, 0.484], [3.874, 0.421, 1.005], [3.609, -1.325, 1.063], [3.873, 0.295, -1.523], [1.876, -0.833, -2.374], [1.604, -2.293, 0.307], [2.295, 2.201, 0.566], [3.075, 2.233, -0.190], [2.752, 2.134, 1.550], [1.745, 3.138, 0.519], [0.272, 1.105, 1.468], [-0.677, 0.029, 1.454], [-1.896, 0.007, 0.885], [-2.558, 1.154, 0.404], [-3.821, 1.074, -0.121], [-4.482, -0.156, -0.198], [-3.862, -1.311, 0.259], [-2.587, -1.237, 0.792], [-1.942, -2.410, 1.237], [-1.381, -3.346, 1.594], [-4.377, -2.258, 0.192], [-5.796, -0.224, -0.750], [-6.338, -1.312, -0.794], [-6.298, 0.812, -1.145], [-4.328, 1.954, -0.485], [-2.070, 2.113, 0.452], [-0.295, -0.866, 1.729], [0.816, 1.044, 2.414], [-0.249, 2.061, 1.433]],
  "smiles": "CC(C)(CNc1ccc([N+](=O)[O-])cc1C#N)N1CCOCC1",
  "lumo_energy_ev": -0.5,
  "total_charge": 0,
  "e_tot_ha": -1028.2137,
  "e_above_lowest_kj_mol": 378.1,
  "orbital_gap_ev": 7.88
}